This record from the OMol25 dataset describes 2 unconnected molecules or ions with the total composition C4H15N2O2. The level of theory is ωB97M-V with the def2-TZVPD basis set.

Positions of all 23 atoms, in Å:
N 0.420 -1.557 -0.695
C -0.967 -1.816 -0.102
C -1.289 -0.598 0.824
N -1.495 0.553 -0.065
C -0.736 1.711 0.441
C -0.117 2.386 -0.934
O 1.079 1.677 -1.040
H 0.677 -2.198 -1.453
H 1.188 -1.429 -0.017
H 0.294 -0.677 -1.222
H -1.607 -1.683 -1.004
H -1.183 -2.836 0.225
H -2.125 -0.690 1.497
H -0.324 -0.584 1.388
H -2.498 0.796 -0.053
H -1.454 2.497 0.765
H 0.081 1.546 1.133
H 0.003 3.456 -0.810
H -0.917 2.285 -1.653
H 1.746 2.144 -0.511
H 3.756 -1.261 0.976
H 2.539 -2.024 1.565
O 2.929 -1.701 0.745

Forces on the atoms, in the same order (eV/Å):
-1.16 0.48 -0.47
-1.61 0.66 -1.68
2.29 -2.43 -1.13
1.15 2.39 4.20
-2.34 -0.29 -1.53
0.78 0.42 0.56
-1.22 0.40 -0.62
0.14 -0.50 0.53
0.51 -0.30 -0.19
0.48 -0.05 0.42
0.16 -0.39 0.57
0.76 0.26 0.48
-0.31 -0.43 0.17
-1.04 1.04 0.13
0.42 -0.11 -0.97
0.43 -0.18 -0.12
-0.25 -0.39 0.02
0.32 0.21 0.53
0.56 -0.76 -0.75
0.20 0.02 -0.29
0.02 -0.08 0.05
0.59 -0.14 0.22
-0.90 0.18 -0.11

Output
2S+1 = 2
Net charge = +2
<S²> = 0.755
HOMO (alpha / beta) = -19.11 / -19.11 eV
E_LUMO (alpha / beta) = -6.50 / -12.26 eV

Per-atom Mulliken charges, elementary charge units: number 1, N, carries -0.156; number 2, C, carries -0.784; number 3, C, carries -0.499; number 4, N, carries -0.138; number 5, C, carries -0.278; number 6, C, carries -0.491; number 7, O, carries -0.393; number 8, H, carries 0.399; number 9, H, carries 0.266; number 10, H, carries 0.283; number 11, H, carries 0.406; number 12, H, carries 0.416; number 13, H, carries 0.540; number 14, H, carries 0.248; number 15, H, carries 0.328; number 16, H, carries 0.378; number 17, H, carries 0.334; number 18, H, carries 0.403; number 19, H, carries 0.373; number 20, H, carries 0.380; number 21, H, carries 0.331; number 22, H, carries 0.342; number 23, O, carries -0.686


This record from the OMol25 dataset describes 2 unconnected molecules or ions with the total composition C4H15N2OS. The level of theory is ωB97M-V with the def2-TZVPD basis set.

Positions of all 23 atoms, in Å:
N -1.660 -0.055 1.473
C -0.412 -0.755 0.750
C 0.647 0.355 0.755
C 1.976 -0.311 0.499
S 3.196 0.723 -0.552
C -0.957 -0.997 -0.642
N -1.979 -2.027 -0.696
H -1.570 -0.032 2.503
H -2.416 -0.773 1.403
H -1.885 0.879 0.976
H -0.144 -1.565 1.525
H 0.627 1.077 1.577
H 0.306 1.067 -0.196
H 1.885 -1.218 -0.093
H 2.491 -0.647 1.473
H 3.133 1.824 0.200
H -1.228 -0.081 -1.166
H 0.018 -1.321 -1.197
H -2.503 -2.058 -1.526
H -1.580 -2.907 -0.472
H -3.766 1.579 -1.344
H -2.829 2.772 -1.149
O -2.967 1.833 -0.912

Forces on the atoms, in the same order (eV/Å):
-0.48 -0.89 -0.10
-1.54 2.25 2.83
-1.01 1.23 -3.31
2.43 0.56 0.59
-1.00 -0.92 0.84
2.85 -2.21 -1.47
0.40 1.36 1.79
0.45 0.92 -0.62
0.05 0.95 -0.87
-0.01 -1.79 1.09
-0.43 0.60 -1.91
0.09 -0.64 0.30
1.19 -1.68 2.15
-0.16 0.01 -0.10
-0.76 0.70 -1.37
0.01 0.10 0.14
-0.35 0.09 0.53
-1.48 0.43 0.47
-0.51 -0.04 -1.12
0.11 -0.94 -0.07
-0.91 -0.25 -0.46
-0.14 -0.71 0.15
1.20 0.87 0.52

Output
Net charge = +1
HOMO = -12.15 eV
E_LUMO = -3.06 eV

Per-atom Mulliken charges, elementary charge units: number 1, N, carries -0.364; number 2, C, carries -0.416; number 3, C, carries -0.569; number 4, C, carries -0.838; number 5, S, carries -0.177; number 6, C, carries -0.410; number 7, N, carries -0.538; number 8, H, carries 0.367; number 9, H, carries 0.367; number 10, H, carries 0.314; number 11, H, carries 0.422; number 12, H, carries 0.464; number 13, H, carries 0.326; number 14, H, carries 0.349; number 15, H, carries 0.372; number 16, H, carries 0.134; number 17, H, carries 0.509; number 18, H, carries 0.256; number 19, H, carries 0.222; number 20, H, carries 0.199; number 21, H, carries 0.285; number 22, H, carries 0.316; number 23, O, carries -0.592


This record from the OMol25 dataset describes 2 unconnected molecules or ions with the total composition C4H15N2Si. The level of theory is ωB97M-V with the def2-TZVPD basis set.

Positions of all 22 atoms, in Å:
C -2.190 1.158 -0.840
C 2.330 0.486 1.491
C -2.091 0.278 0.429
C -1.472 -1.982 0.134
N 1.272 -0.890 -0.744
N -1.147 -0.743 0.132
Si 2.286 0.560 -0.474
H -2.504 0.637 -1.629
H -2.817 2.032 -0.753
H -1.344 1.679 -1.156
H 3.412 0.344 1.761
H 2.010 1.483 1.941
H 1.766 -0.387 1.871
H -3.055 -0.322 0.831
H -1.650 0.712 1.368
H -2.465 -2.384 0.573
H -0.919 -2.684 -0.310
H 1.532 -1.617 -0.102
H -0.210 -0.428 -0.373
H 1.244 -1.157 -1.704
H 3.742 0.818 -0.701
H 1.555 1.404 -1.466

Forces on the atoms, in the same order (eV/Å):
-0.57 1.69 3.67
0.23 1.29 -0.67
-1.52 -0.07 2.41
-3.34 2.38 2.04
1.21 1.24 0.05
-0.43 -1.99 -1.47
0.27 0.09 1.48
-1.48 -2.37 -3.04
-0.92 -0.11 0.58
2.36 0.21 0.01
-1.01 0.15 -0.27
0.22 -1.48 -0.25
0.05 0.71 0.00
1.72 1.96 -1.33
-0.72 0.60 -1.03
1.60 1.21 -0.71
2.75 -2.50 -1.43
0.06 -0.71 -0.19
-0.24 -1.28 0.78
0.06 -0.79 -0.71
-0.33 -0.62 -0.57
0.03 0.38 0.64

Output
Net charge = +1
HOMO = -13.95 eV
E_LUMO = -4.36 eV

Per-atom Mulliken charges, elementary charge units: number 1, C, carries -1.350; number 2, C, carries -1.022; number 3, C, carries -0.264; number 4, C, carries -0.179; number 5, N, carries -0.789; number 6, N, carries 0.183; number 7, Si, carries 0.525; number 8, H, carries 0.442; number 9, H, carries 0.386; number 10, H, carries 0.397; number 11, H, carries 0.323; number 12, H, carries 0.309; number 13, H, carries 0.294; number 14, H, carries 0.318; number 15, H, carries 0.267; number 16, H, carries 0.217; number 17, H, carries 0.320; number 18, H, carries 0.284; number 19, H, carries 0.312; number 20, H, carries 0.264; number 21, H, carries -0.130; number 22, H, carries -0.108


It is found that the energy relative to the best compared isomer or geometry (same formula, charge and spin) values, taken in the order of the records, are 52.22, 29.03, 48.45 kcal per mole.